DFT (ωB97M-V/def2-TZVPD) results for 2 unconnected molecules or ions with the total composition C5H6F3N3 in a non-equilibrium geometry.

Computed properties:
- F_max: 4.6 eV Å⁻¹
- Net charge: 0
- Calculated total energy: -17898.861 eV
- LUMO (spin up / spin down): -1.765 / -1.764 eV
- Highest occupied orbital energy (spin up / spin down): -9.1 / -9.1 eV

```
17
Properties=species:S:1:pos:R:3:forces:R:3:mulliken_charge:R:1
C -1.266 -0.911 -1.864 -0.3 0.3 -0.3 0.2574
C -0.252 1.788 0.528 0.3 0.4 -2.5 -0.0011
N -0.122 0.667 1.339 -0.4 -3.6 2.8 -0.5923
F 1.306 -2.383 -0.833 -0.6 -0.3 0.1 -0.2484
H 1.217 3.368 1.495 -0.6 -1.3 0.1 0.2799
C 0.017 -2.810 -0.628 0.9 -0.5 -0.7 1.0084
N -0.329 -0.495 0.967 -0.4 1.5 -3.1 0.1546
F -0.200 -3.876 -1.451 -0.1 1.2 0.0 -0.2388
C 1.125 2.551 0.742 0.3 -0.8 -1.4 -0.9275
H -1.042 2.418 0.797 -1.2 0.9 1.7 0.2594
H 1.886 1.712 0.835 -0.6 1.6 0.1 0.2689
H 1.350 3.118 -0.159 0.1 -0.3 -0.4 0.3098
C -1.027 -1.761 -0.835 0.1 -0.6 2.2 -0.2072
F 0.023 -3.378 0.604 -0.2 0.9 0.1 -0.2688
H -0.741 1.486 -0.462 2.0 0.4 0.3 0.1688
N -1.763 -0.210 -2.651 0.4 0.1 -0.2 -0.4702
H -0.180 -1.284 1.575 0.3 0.3 1.3 0.2472
```
Positions in Å, forces in eV/Å.

DFT (ωB97M-V/def2-TZVPD) results for 3 unconnected molecules or ions with the total composition C3H12NO2 in a non-equilibrium geometry.

Computed properties:
- F_max: 4.6 eV Å⁻¹
- Net charge: +1
- Calculated total energy: -8882.479 eV
- LUMO: -4.880 eV
- Highest occupied orbital energy: -14.1 eV

```
18
Properties=species:S:1:pos:R:3:forces:R:3:mulliken_charge:R:1
H -1.345 0.082 -0.887 -0.4 0.2 1.1 0.2996
H 1.492 1.952 0.609 0.0 0.2 -0.2 0.3684
C -0.728 0.645 -0.173 3.7 1.0 1.3 -0.1249
H 1.232 -3.439 0.089 0.2 -0.3 0.2 0.3194
O -5.240 0.537 -0.376 0.9 0.9 1.1 -0.6346
H -6.160 0.355 -0.452 -1.2 -0.5 -0.5 0.3126
H 1.937 0.437 1.481 -0.1 1.2 -2.2 0.2412
N 0.501 0.204 0.014 -1.3 -1.9 -3.2 0.0156
C 3.020 0.748 -0.408 0.2 -1.8 -3.4 -1.0399
H 2.998 -0.134 -1.215 -0.2 1.4 2.2 0.2833
O 1.295 -2.548 0.437 1.5 1.0 2.4 -0.6462
C 1.764 0.922 0.402 -0.9 -1.4 4.2 -0.2509
H 0.669 -0.823 -0.358 0.0 2.2 1.0 0.2953
H -5.262 1.093 0.429 0.4 -0.3 -0.6 0.3245
H 1.892 -2.540 1.291 -1.8 -0.5 -2.7 0.3254
H -0.871 1.636 0.373 -0.6 -1.2 -1.4 0.2592
H 3.879 0.587 0.230 0.0 -0.1 0.1 0.3069
H 3.258 1.567 -1.103 -0.4 0.2 0.6 0.3452
```
Positions in Å, forces in eV/Å.

DFT (ωB97M-V/def2-TZVPD) results for 2 unconnected molecules or ions with the total composition C5H12O2.

Computed properties:
- F_max: 0.5 eV Å⁻¹
- Net charge: 0
- Calculated total energy: -9474.152 eV
- LUMO: 0.771 eV
- Highest occupied orbital energy: -8.8 eV
- SMILES: CC/C=C(\C)O.O

```
19
Properties=species:S:1:pos:R:3:forces:R:3:mulliken_charge:R:1
H 2.866 -0.410 0.755 -0.1 0.1 0.1 0.3206
H 2.778 1.246 1.375 -0.1 -0.1 0.0 0.3579
H 1.608 0.022 1.935 0.2 0.1 -0.1 0.3039
C 0.410 -0.437 -0.520 -0.2 0.0 -0.2 -0.6756
H -2.337 -1.512 -1.499 0.1 0.0 0.0 0.3170
O -0.947 -0.957 2.247 0.1 -0.2 -0.1 -0.6948
C -0.830 -0.421 -1.023 0.3 0.3 0.2 0.7371
H -2.717 0.629 -0.913 0.2 0.0 -0.1 0.4164
C 1.224 0.754 -0.073 -0.1 0.0 0.0 -0.2624
H -0.781 -0.608 1.359 0.0 0.1 0.0 0.3064
H 0.567 1.571 0.258 0.1 -0.2 -0.1 0.2361
H 1.804 1.150 -0.920 -0.1 -0.1 0.1 0.2853
C 2.176 0.383 1.068 0.0 0.0 0.0 -1.1995
C -1.685 0.795 -1.257 0.0 0.0 0.0 -1.2531
H 0.894 -1.415 -0.456 -0.1 0.2 0.0 0.3890
O -1.381 -1.614 -1.419 -0.2 0.0 0.0 -0.5117
H -1.716 1.018 -2.330 0.0 0.0 0.2 0.3366
H -0.642 -1.866 2.150 -0.1 0.0 0.2 0.3352
H -1.290 1.671 -0.737 -0.1 -0.2 -0.1 0.2555
```
Positions in Å, forces in eV/Å.

DFT (ωB97M-V/def2-TZVPD) results for C2H3NO3 in the gas phase in a non-equilibrium geometry.

Computed properties:
- F_max: 5.5 eV Å⁻¹
- Net charge: 0
- Calculated total energy: -9752.714 eV
- LUMO: 0.608 eV
- Highest occupied orbital energy: -10.1 eV
- SMILES: O=CNOC=O

```
9
Properties=species:S:1:pos:R:3:forces:R:3:mulliken_charge:R:1
O 2.377 0.385 -0.089 -2.6 -3.1 -0.1 -0.4947
O 0.337 -0.748 0.354 1.5 -1.2 -1.2 -0.1370
N -0.409 0.405 0.328 2.6 4.6 -1.5 -0.1752
O -2.356 -0.682 -0.136 0.2 2.2 0.1 -0.4993
C -1.769 0.387 -0.006 0.8 -3.5 0.1 0.1076
H -2.173 1.405 0.003 -0.1 0.0 -0.2 0.3315
C 1.702 -0.651 -0.040 0.1 2.4 0.7 0.2458
H 2.037 -1.689 -0.246 -0.1 0.6 0.3 0.3295
H 0.254 1.188 -0.167 -2.4 -2.0 1.8 0.2920
```
Positions in Å, forces in eV/Å.

DFT (ωB97M-V/def2-TZVPD) results for 3 unconnected molecules or ions with the total composition C30H47N5O6S in a non-equilibrium geometry.

Computed properties:
- F_max: 2.2 eV Å⁻¹
- Net charge: 0
- Calculated total energy: -62439.715 eV
- LUMO: -0.663 eV
- Highest occupied orbital energy: -8.6 eV
- SMILES: CCCNC1=C(c2cccnc2)C(=O)c2c(N)cc(S)cc2C1=O.COCCNCCOC.COCCNCCOC

```
89
Properties=species:S:1:pos:R:3:forces:R:3:mulliken_charge:R:1
N -4.563 -1.457 -3.000 0.1 0.2 -0.1 -0.3052
H 1.097 0.688 -1.291 0.2 -0.1 0.1 0.5458
O 3.452 0.401 -1.744 0.1 -0.6 0.5 -0.5579
H -4.349 -2.154 -6.301 0.0 0.0 0.0 0.3970
H -0.135 0.398 -0.071 0.1 -0.3 -0.2 0.1519
H -1.217 -1.381 -3.291 -0.1 0.0 0.0 0.3353
C 4.796 -1.525 -1.358 -0.7 0.2 0.1 0.5910
N 5.704 -5.094 -1.680 0.0 0.2 0.2 -0.5827
H -2.001 -2.681 -2.338 0.1 0.0 -0.2 0.1522
C -1.382 -1.780 -2.287 0.1 -0.2 0.3 0.3011
C -0.312 -5.131 1.588 0.0 0.0 0.0 -0.3026
H -2.281 5.858 7.019 0.0 0.0 0.0 0.3956
C 1.302 -3.609 1.454 1.1 1.2 0.8 0.0234
C -4.269 -0.339 -2.107 -0.1 -0.3 0.1 -0.9363
C 5.798 -3.703 -1.581 0.2 -0.9 -0.5 0.5065
C -4.320 -1.170 -4.410 0.1 -0.2 0.2 -0.1643
O -3.292 -3.283 -4.984 -0.2 -0.2 0.2 -0.3367
C 6.031 -0.943 -1.343 -0.2 1.1 0.1 -0.8309
H 0.931 -1.163 0.839 0.2 -0.2 0.1 0.4293
H -0.973 -5.779 2.155 0.1 0.1 0.1 0.3791
C 7.135 -1.753 -1.435 1.9 0.4 0.2 -0.1997
H -4.592 -0.643 -1.107 0.0 0.1 0.0 0.3942
O -1.500 6.752 5.371 -0.2 0.1 -0.2 -0.3380
C -2.817 0.119 -2.004 -0.1 0.3 0.2 -0.4310
H -4.415 -5.027 -4.883 0.0 0.0 0.1 0.3455
H -2.773 8.369 5.090 -0.1 0.0 -0.1 0.3436
C 4.684 -2.896 -1.493 -1.4 -0.4 0.2 0.4835
H -1.036 -5.875 -0.252 0.0 0.1 0.1 0.3613
H 3.338 2.401 0.196 -0.1 -0.1 -0.2 0.2319
H -2.413 0.462 -2.964 0.0 -0.2 -0.1 0.3927
N 1.640 -0.598 0.388 -0.3 0.1 -1.2 -0.2646
C 3.277 -3.434 -1.513 0.0 0.5 -0.2 -0.3306
O -0.415 3.684 2.190 -0.2 0.3 0.6 -0.3765
C -0.346 -5.172 0.210 -1.3 -1.4 -1.2 -0.7445
C 3.541 -0.695 -1.230 0.0 0.3 -0.4 0.1532
C 1.248 1.865 0.566 0.1 0.8 -1.0 -0.4334
H -1.205 8.430 4.265 0.0 0.0 0.0 0.2411
H -5.068 -0.455 -4.763 0.0 0.0 0.0 0.3845
H -3.048 3.293 2.312 0.0 -0.1 0.0 0.4271
C -3.638 -4.490 -4.331 0.2 0.1 -0.1 -0.7217
H 1.050 5.096 2.217 0.0 -0.1 0.0 0.3016
C 0.159 4.834 2.790 0.0 0.0 -0.3 -0.7079
H -4.892 0.514 -2.392 0.0 0.0 -0.1 0.4360
H 2.262 3.765 0.314 -0.1 -0.1 -0.1 0.3746
C 2.321 -2.699 -0.619 0.0 -1.1 0.0 1.0352
C 1.336 -3.569 0.080 -0.5 -0.1 -1.5 -0.0126
N -2.849 4.483 3.983 0.1 -0.1 0.1 -0.3053
C -2.407 4.509 5.373 0.0 0.2 -0.3 -0.1581
H 2.276 2.778 -1.170 -0.1 0.0 0.1 0.2733
C 0.934 0.577 -0.221 -0.3 0.6 1.5 -0.0125
C 0.442 -4.415 -0.616 0.9 0.7 1.2 -0.5460
O -1.955 -0.835 -1.409 -0.1 0.2 -0.1 -0.2987
C -2.492 5.909 5.947 0.2 -0.2 0.3 -0.8197
H 6.122 0.130 -1.225 0.1 -0.1 -0.1 0.5696
C 2.335 2.745 -0.080 0.2 0.1 0.5 -1.2967
H -1.113 1.846 2.608 0.0 0.0 0.0 0.2911
C -1.115 2.834 3.081 -0.1 -0.4 -0.2 -0.2496
H -3.497 6.325 5.827 0.0 0.0 -0.1 0.4073
C 7.057 -3.107 -1.567 -0.4 -0.7 -0.1 -0.6780
C -2.029 7.777 4.550 0.2 -0.1 0.0 -0.7191
H 0.409 -4.474 -1.693 0.0 0.0 0.1 0.6585
H -3.325 -0.734 -4.569 0.0 0.1 -0.2 0.1749
H -0.418 -2.068 -1.864 0.0 0.0 0.0 -0.5910
H 2.018 -2.961 1.967 -0.1 -0.1 0.1 0.4563
H 6.213 -5.477 -2.462 0.0 -0.1 0.1 0.2235
C -4.404 -2.432 -5.245 0.2 0.3 -0.3 -0.8219
C -2.576 3.223 3.296 -0.1 0.2 -0.2 -1.0127
H -2.385 5.227 3.478 0.0 0.0 0.0 0.0810
H 1.575 1.653 1.587 -0.3 -0.3 -0.1 0.2562
H 4.752 -5.424 -1.642 0.0 -0.1 -0.3 0.2419
C 2.421 -1.367 -0.456 0.3 0.2 0.1 -0.2867
H 0.338 2.485 0.650 0.4 -0.5 -0.2 0.0937
H 9.137 -1.394 -0.121 -0.3 0.0 -0.2 0.1585
H -5.355 -2.948 -5.087 0.0 0.0 0.1 0.4024
H -3.990 -2.243 -2.723 0.0 0.0 0.0 0.0687
H -2.746 -5.114 -4.294 0.0 0.0 0.0 0.2379
H 7.929 -3.741 -1.663 0.1 0.2 0.1 0.5092
H -1.366 4.174 5.472 0.0 0.0 0.2 0.1699
S 8.791 -1.037 -1.378 -0.1 0.2 0.0 -0.2441
N 0.513 -4.328 2.233 -0.1 -0.3 0.2 -0.6966
H -0.523 5.686 2.739 0.0 0.1 0.2 0.1859
H -3.041 3.840 5.962 0.0 0.0 0.0 0.3750
H -3.084 2.414 3.831 0.0 0.0 0.1 0.4149
O 2.921 -4.369 -2.213 0.3 0.2 0.6 -0.6902
H 0.456 4.652 3.826 -0.1 0.0 0.0 0.3401
H -2.800 0.990 -1.341 0.0 0.0 0.0 0.3307
H -0.565 2.721 4.022 0.0 0.2 0.0 0.3641
H -2.476 7.367 3.638 -0.1 0.1 0.0 0.3017
H -3.976 -4.308 -3.305 -0.1 -0.1 0.0 0.3032
```
Positions in Å, forces in eV/Å.

DFT (ωB97M-V/def2-TZVPD) results for 3 unconnected molecules or ions with the total composition C16H18FN2O7S in a non-equilibrium geometry.

Computed properties:
- F_max: 6.6 eV Å⁻¹
- Net charge: +1
- Calculated total energy: -47738.515 eV
- LUMO: -4.438 eV
- Highest occupied orbital energy: -12.2 eV

```
45
Properties=species:S:1:pos:R:3:forces:R:3:mulliken_charge:R:1
C -4.050 -0.991 -1.077 -1.5 1.5 -1.0 0.0031
C 4.795 2.330 -0.239 0.1 0.1 0.0 -0.0318
C -3.315 -2.510 0.672 0.6 -0.1 -0.9 -0.4206
H -4.752 0.943 -1.157 -0.2 0.0 0.2 0.2668
H -5.905 -2.130 -0.670 0.7 -0.2 -0.1 0.3971
H 0.787 4.220 -0.800 0.0 0.0 0.0 0.4469
C 1.566 3.371 1.064 0.1 0.1 0.1 0.1772
N -4.774 0.155 -0.524 0.5 -1.1 -0.3 -0.5916
H -3.549 -4.647 0.175 -0.4 0.7 -0.3 0.4002
C 6.951 1.559 -1.114 0.3 0.1 -0.1 0.2576
H 4.818 -1.129 -0.730 0.0 0.0 0.0 0.4109
H 0.589 0.328 2.363 0.0 0.0 0.0 0.4341
C -0.184 1.179 0.507 0.3 0.1 0.1 0.4106
H -2.066 -1.492 -0.623 0.1 0.3 0.2 0.4875
H -5.429 -2.024 -2.366 0.3 -0.1 0.6 0.3247
C 0.712 3.360 -0.146 -0.2 -0.1 -0.2 -0.4194
C 1.481 2.207 1.971 -0.2 -0.2 0.2 -0.2907
O 3.154 0.670 0.111 0.2 0.2 -0.2 -0.3891
O -4.415 -3.474 -1.373 0.1 0.7 0.9 -0.3335
C 0.665 1.188 1.711 -0.2 0.0 0.1 -0.2326
S -2.055 -2.877 1.999 -1.8 -2.7 5.8 1.3372
F -0.617 -2.268 1.585 -2.0 -0.8 -0.1 -0.1264
C -5.018 -2.190 -1.348 -0.3 0.3 -0.5 -0.6971
C 6.032 2.618 -0.640 -0.2 0.1 0.1 -0.5070
H 4.112 3.091 0.111 0.0 0.0 0.0 0.2174
H -2.780 -0.465 0.472 0.2 0.0 -0.2 0.3163
H -3.603 -0.648 -2.032 0.2 -0.5 0.7 0.4852
O 8.077 1.821 -1.477 -0.1 0.0 0.0 -0.5204
O -2.559 -2.205 3.219 1.6 0.0 -3.5 -0.5955
H -4.241 -2.279 1.233 0.7 -0.2 -0.1 0.3557
H -2.448 -3.747 -0.875 -0.5 0.0 0.4 0.3454
C -3.440 -3.680 -0.358 1.3 -0.3 0.3 -0.5221
H 7.129 -0.591 -1.479 0.0 0.0 0.0 0.4067
O 2.306 4.300 1.300 0.0 -0.1 -0.1 -0.5620
H -5.718 -0.095 -0.254 0.0 0.3 -0.1 0.2212
C 6.443 0.169 -1.128 -0.2 -0.2 0.0 -0.3669
C -0.102 2.339 -0.403 0.0 0.0 -0.1 -0.3704
H 6.420 3.629 -0.637 0.0 0.0 0.0 0.4505
H 2.113 2.231 2.849 0.0 0.0 0.0 0.4428
O -2.021 -4.339 2.223 0.8 3.3 -2.2 -0.6028
H -0.735 2.311 -1.282 0.0 0.0 0.0 0.4137
N -2.934 -1.296 -0.117 -0.3 -1.2 0.4 0.0453
C 5.206 -0.119 -0.727 0.1 -0.1 0.0 -0.4486
O -0.934 0.237 0.268 0.0 0.3 -0.1 -0.5587
C 4.287 0.939 -0.254 -0.1 -0.1 0.0 0.5328
```
Positions in Å, forces in eV/Å.